[1]
97
Properties=species:S:1:pos:R:3:forces:R:3:lowdin_charge:R:1 method="wB97M-V/def2-TZVPD" charge=-2 de_lowest_kcal_mol=4.02 e_lumo_ev=3.182 homo_lumo_gap_ev=5.6187 homo_ha=-0.090 max_force_ev_per_a=0.648 energy_ev=-267562.142
Rb 1.5774 0.1814 -0.8523 -0.194 -0.123 0.267 0.84
Br -6.4104 2.2499 2.4653 0.000 0.007 -0.004 0.68
C -4.5155 2.1558 2.3026 0.033 -0.037 -0.011 -0.70
C -3.7524 3.2599 2.6305 -0.007 -0.007 0.021 -0.15
C -2.3721 3.1824 2.5008 0.112 0.006 -0.079 -0.03
C -1.7607 2.0188 2.0319 -0.266 0.153 0.051 -0.28
C -2.5557 0.9221 1.7003 0.113 -0.047 -0.036 -0.02
C -3.9284 0.9837 1.8458 -0.077 0.021 0.046 -0.11
N -0.3856 1.9649 1.7930 0.100 -0.216 -0.341 0.15
C 0.4184 2.3192 2.6942 0.028 0.202 0.228 -0.08
C 1.8816 2.3827 2.5075 0.040 -0.217 0.018 -0.27
C 2.6292 3.0718 3.4489 0.038 0.032 0.082 -0.03
C 4.0085 3.1306 3.2998 -0.055 -0.041 -0.061 -0.07
C 4.5738 2.4769 2.2241 -0.084 0.010 0.064 -0.04
C 3.7400 1.7937 1.3383 0.203 -0.156 -0.061 -0.14
N 2.4212 1.7457 1.4651 0.077 0.359 0.169 0.06
H -4.2235 4.1701 2.9760 -0.002 -0.003 0.000 0.09
H -1.7537 4.0451 2.7199 -0.049 0.011 0.003 0.11
H -2.0753 0.0375 1.3095 -0.003 -0.047 -0.025 0.09
H -4.5430 0.1310 1.5908 0.015 -0.001 -0.003 0.10
H 0.0557 2.6301 3.6845 0.043 -0.015 0.006 0.13
H 2.1326 3.5430 4.2885 0.015 0.001 0.006 0.10
H 4.6197 3.6589 4.0205 0.009 0.001 0.001 0.10
H 5.6434 2.4625 2.0678 0.000 -0.003 -0.015 0.11
H 4.1767 1.2397 0.5110 -0.100 0.053 -0.064 0.09
C -1.1870 -3.4426 -4.0065 -0.006 0.037 0.064 -0.04
C -1.1118 -3.2742 -2.5139 0.069 -0.020 -0.056 -0.26
C -2.0693 -3.8133 -1.6635 -0.055 -0.028 0.102 -0.04
C -1.9632 -3.6466 -0.2926 -0.010 -0.010 -0.072 -0.11
C -0.8760 -2.9220 0.1739 0.056 0.008 0.034 -0.74
Br -0.5927 -2.7088 2.0414 -0.034 0.044 -0.053 0.79
N 0.0311 -2.3850 -0.6062 0.078 -0.014 -0.046 0.01
C -0.0748 -2.5607 -1.9236 -0.086 -0.033 -0.024 -0.10
H -1.4811 -4.4599 -4.2700 0.017 -0.007 -0.018 0.08
H -0.2257 -3.2228 -4.4697 0.000 0.000 0.005 0.09
H -1.9224 -2.7579 -4.4351 0.000 -0.025 -0.024 0.06
H -2.8997 -4.3811 -2.0714 0.005 0.007 -0.012 0.11
H -2.6797 -4.0697 0.3964 -0.007 0.005 -0.008 0.09
H 0.7103 -2.1161 -2.5324 0.030 -0.007 0.007 0.10
O 5.6257 -1.6073 -2.4274 -0.004 -0.094 0.085 -0.35
S 4.3859 -0.8579 -2.4617 -0.097 0.248 -0.033 0.42
O 4.2803 0.1535 -1.4124 0.242 0.038 -0.208 -0.46
O 3.1876 -1.6774 -2.5602 -0.109 -0.036 -0.119 -0.39
C 4.5035 0.0651 -4.0464 0.100 0.014 -0.045 -0.18
C 5.6519 -0.2582 -4.7703 -0.081 0.039 0.049 -0.08
C 5.9499 0.3281 -5.9893 0.066 -0.042 -0.017 -0.10
C 5.0912 1.2692 -6.5215 -0.013 0.054 -0.060 -0.10
C 3.9413 1.6037 -5.8265 -0.020 -0.061 0.096 -0.08
C 3.6260 1.0205 -4.5996 0.054 -0.069 -0.094 -0.20
S 2.0699 1.6233 -3.9031 -0.094 0.162 0.276 0.40
O 1.2354 0.4429 -3.6857 -0.137 -0.179 0.056 -0.43
O 1.5083 2.5056 -4.9188 0.013 0.034 -0.046 -0.36
O 2.4236 2.3086 -2.6666 -0.029 -0.079 -0.130 -0.40
H 6.3160 -0.9905 -4.3364 0.008 0.003 -0.010 0.09
H 6.8560 0.0437 -6.5128 -0.007 0.007 -0.002 0.09
H 5.3053 1.7442 -7.4725 -0.001 -0.002 0.003 0.09
H 3.2455 2.3302 -6.2200 0.015 0.001 -0.019 0.09
S 2.6320 -5.7506 6.5758 0.191 -0.215 0.141 0.47
C 2.4688 -4.4589 5.5275 -0.294 0.313 -0.187 -1.14
S 3.6949 -3.8720 4.4667 0.023 0.193 -0.121 0.92
C 2.6632 -2.5088 3.9124 -0.134 -0.495 0.396 -1.22
N 1.4938 -2.5690 4.5008 0.019 0.150 -0.051 -0.05
N 1.3968 -3.6549 5.3606 -0.032 -0.101 0.140 -0.17
C 0.1631 -3.7510 6.0655 0.066 0.034 -0.069 -0.22
C -0.4510 -2.5799 6.4964 0.035 0.024 -0.053 -0.02
C -1.6664 -2.6414 7.1595 0.002 -0.064 0.000 -0.10
C -2.2739 -3.8682 7.3928 -0.015 0.011 0.018 -0.12
C -1.6626 -5.0311 6.9464 -0.008 0.041 0.005 -0.09
C -0.4485 -4.9786 6.2783 -0.027 -0.077 -0.007 -0.06
S 3.2098 -1.3984 2.7860 0.083 0.173 -0.056 0.48
H 0.0293 -1.6373 6.2773 -0.011 0.021 0.011 0.11
H -2.1458 -1.7287 7.4912 0.024 0.018 -0.014 0.09
H -3.2241 -3.9176 7.9111 0.006 0.010 -0.007 0.09
H -2.1406 -5.9888 7.1130 0.026 -0.011 -0.018 0.10
H 0.0315 -5.8792 5.9268 -0.029 0.027 0.005 0.07
C -3.9993 5.0164 -2.0097 0.097 -0.068 0.037 -0.11
C -2.6972 4.2342 -2.1735 -0.119 0.044 0.009 -0.30
C -2.8068 2.8524 -1.5450 0.005 -0.141 0.118 -0.35
S -1.3649 1.8299 -1.9487 0.205 0.338 -0.207 0.93
O -1.4449 0.5890 -1.1207 -0.155 -0.170 -0.017 -0.58
C -1.8430 1.4106 -3.6761 0.219 -0.054 0.059 -0.31
C -2.1539 -0.0700 -3.8165 -0.103 -0.008 0.074 -0.29
C -3.4889 -0.4852 -3.2047 0.026 0.078 -0.054 -0.10
H -3.9127 6.0254 -2.4155 -0.010 0.000 -0.005 0.07
H -4.2645 5.0936 -0.9526 -0.029 0.022 -0.018 0.07
H -4.8193 4.5086 -2.5215 -0.021 0.027 0.003 0.07
H -1.8772 4.7752 -1.6976 0.048 -0.018 -0.043 0.11
H -2.4438 4.1549 -3.2343 0.001 0.006 0.016 0.10
H -3.7124 2.3209 -1.8490 -0.009 0.004 -0.011 0.10
H -2.7980 2.9245 -0.4549 -0.044 -0.030 0.015 0.08
H -0.9586 1.6679 -4.2606 -0.036 0.004 -0.051 0.06
H -2.6858 2.0361 -3.9802 -0.002 0.016 0.046 0.08
H -1.3436 -0.6281 -3.3498 0.043 -0.017 -0.056 0.07
H -2.1398 -0.3088 -4.8834 0.050 0.000 -0.010 0.11
H -3.4864 -0.3048 -2.1296 -0.011 -0.015 -0.013 0.06
H -3.6799 -1.5490 -3.3660 -0.007 0.011 0.011 0.06
H -4.3124 0.0766 -3.6581 -0.027 -0.020 0.024 0.07

[2]
35
Properties=species:S:1:pos:R:3:forces:R:3:nbo_charge:R:1 method="wB97M-V/def2-TZVPD" charge=+3 de_lowest_kcal_mol=5.51 e_lumo_ev="-13.496 / -16.267" homo_lumo_gap_ev="8.3464 / 5.6412" homo_ha="-0.803 / -0.805" max_force_ev_per_a=1.250 energy_ev=-237027.621 spin_multiplicity=2
Rh -0.3551 -0.4663 -1.6177 0.953 -0.229 -0.776 0.79
Br -1.9398 -2.3989 -2.1602 0.168 0.307 0.594 0.38
C -2.5187 -1.3149 -3.6737 -0.113 0.021 -0.035 -0.49
Br -2.0251 0.5238 -3.2235 0.001 0.048 0.468 0.38
H -3.5986 -1.3781 -3.7659 0.003 -0.013 -0.018 0.30
H -1.9622 -1.6167 -4.5560 -0.006 -0.003 0.006 0.29
F 0.8555 -1.2240 -3.4413 0.256 0.284 0.310 -0.60
As 2.3855 -0.6887 -2.6742 0.119 -0.464 0.005 2.83
F 3.0556 -2.2000 -2.8163 -0.062 0.052 0.011 -0.52
F 1.3481 -1.3687 -1.0647 -0.184 0.023 -0.168 -0.57
F 3.4571 -0.0855 -1.5258 -0.283 0.026 -0.097 -0.54
F 1.2179 0.7446 -2.1452 -0.261 -0.034 0.223 -0.57
F 2.9122 0.1140 -4.0180 -0.056 0.137 0.022 -0.52
C 0.4739 -2.2971 1.6076 0.043 -0.065 -0.063 -0.61
C -0.4703 -1.1063 1.7676 -0.034 0.172 0.042 -0.79
P -0.3956 0.2426 0.5746 -0.847 -0.319 -0.436 1.36
C -1.7123 1.5152 0.9526 0.126 0.014 -0.169 -0.65
C -1.8525 1.9068 2.3872 -0.037 0.203 0.197 -0.64
C 1.2405 1.2429 0.8148 0.489 0.162 -0.020 -0.56
C 1.4711 1.8215 2.1407 -0.104 0.063 0.093 -0.66
H 0.2798 -2.9830 2.4319 0.025 0.014 -0.021 0.29
H 1.5214 -1.9989 1.6626 -0.014 -0.026 -0.018 0.24
H 0.3046 -2.8347 0.6762 0.036 -0.008 0.035 0.23
H -0.3160 -0.6179 2.7382 -0.058 0.018 -0.001 0.29
H -1.5225 -1.4287 1.7517 0.010 0.044 -0.026 0.30
H -2.5744 0.9148 0.5971 0.029 -0.010 -0.004 0.31
H -1.5740 2.3611 0.2766 0.003 -0.034 -0.031 0.28
H -2.0343 1.0776 3.0659 -0.002 0.003 0.006 0.25
H -2.7144 2.5970 2.4460 0.023 -0.087 -0.004 0.33
H -1.0343 2.5438 2.7592 -0.004 -0.129 -0.050 0.27
H 1.2994 1.9509 -0.0117 -0.086 -0.037 -0.029 0.29
H 1.8596 0.3330 0.6171 -0.133 -0.034 -0.006 0.34
H 0.9815 2.7951 2.3044 -0.001 -0.059 0.004 0.30
H 2.5406 2.1802 2.1327 -0.013 -0.049 -0.039 0.39
H 1.3957 1.1437 2.9894 0.013 0.007 -0.004 0.27

[3]
22
Properties=species:S:1:pos:R:3:forces:R:3:nbo_charge:R:1 method="wB97M-V/def2-TZVPD" charge=0 de_lowest_kcal_mol=99.18 e_lumo_ev="-0.977 / -1.128" homo_lumo_gap_ev="7.0609 / 7.2329" homo_ha="-0.295 / -0.307" max_force_ev_per_a=3.905 energy_ev=-94565.856
C 0.0252 -2.7771 0.7232 -1.964 3.374 -0.054 -0.26
C -0.3027 -1.9033 -0.3199 0.887 -1.861 -2.684 -0.16
C -0.2159 -2.2864 1.9803 0.381 2.219 1.008 0.03
C -0.6863 -0.6135 -0.1266 0.825 1.653 0.317 -0.04
C -0.7232 -0.1104 1.2147 -0.249 -1.803 0.776 0.08
C -0.7814 0.3430 -1.3115 0.019 -1.775 0.994 -0.46
C -1.1578 1.1981 1.4865 1.155 0.120 0.783 -0.28
C 1.7735 1.1015 -0.8451 0.058 -0.893 1.120 -0.48
C 0.9356 2.2215 -0.3492 0.430 -1.153 0.821 -0.04
C 0.3054 1.4156 -1.3320 1.814 -1.329 -2.529 -0.07
N -0.4708 -0.9897 2.2460 -0.621 0.189 -0.642 -0.41
Cl 1.1969 3.8671 -0.1725 -0.055 0.129 0.018 0.10
Br 0.4682 2.1474 -3.1968 -0.453 0.015 0.380 -0.03
H 0.2538 -3.7328 0.5376 0.946 -3.425 -0.554 0.21
H -0.1967 -2.3145 -1.4243 -0.211 0.977 2.316 0.21
H -0.1408 -2.8163 2.9045 0.277 -0.891 0.167 0.20
H -0.8470 -0.4060 -2.1395 0.548 1.528 -0.090 0.25
H -1.7070 0.8395 -1.2243 -1.332 0.680 -0.334 0.23
H -1.3387 1.7399 0.5791 -0.534 0.786 0.365 0.19
H -1.1088 1.6626 2.5143 -0.216 -0.688 -1.494 0.23
H 2.6718 1.3018 -1.4211 -0.437 0.571 -0.601 0.24
H 2.0466 0.1119 -0.3231 -1.268 1.577 -0.084 0.25

[4]
58
Properties=species:S:1:pos:R:3:forces:R:3:nbo_charge:R:1 method="wB97M-V/def2-TZVPD" charge=+1 e_lumo_ev="-4.526 / -5.694" homo_lumo_gap_ev="3.9415 / 5.2945" homo_ha="-0.311 / -0.404" max_force_ev_per_a=4.831 energy_ev=-94432.723 spin_multiplicity=5
Os 1.1764 -0.1164 0.4767 -2.985 0.129 -1.164 0.72
S 3.0166 -0.2226 -1.2166 -2.906 -3.171 -1.329 0.09
C 4.2297 -1.1497 -0.3043 -0.650 -0.356 -0.405 -0.07
C 4.4894 -2.4873 -0.0906 -0.350 0.325 -0.214 -0.25
C 5.6094 -2.7711 0.6849 0.180 0.066 0.166 -0.13
C 6.4193 -1.7565 1.1939 0.172 0.149 0.111 -0.21
C 6.1474 -0.4114 0.9569 0.517 -0.026 0.253 -0.16
C 5.0274 -0.1321 0.2007 -0.467 0.945 -0.438 -0.30
S 4.2597 1.3371 -0.4098 3.394 2.486 2.374 0.38
H 3.8712 -3.2712 -0.5067 -0.045 0.087 -0.020 0.26
H 5.8568 -3.8045 0.8933 0.035 0.043 -0.015 0.23
H 7.2898 -2.0194 1.7814 -0.044 0.006 -0.019 0.24
H 6.7949 0.3721 1.3322 -0.068 -0.066 0.018 0.24
O 2.3734 1.4700 2.3087 0.052 0.695 0.601 -0.57
N 1.1638 1.5828 1.5680 1.629 1.376 -1.341 -0.23
C 0.9116 2.8418 1.2135 0.373 -1.991 0.863 0.16
C -0.1803 3.2496 0.3902 -0.903 0.339 -0.872 -0.14
C -0.3320 4.6404 0.2036 0.408 -0.514 0.335 -0.13
C -1.3276 5.1552 -0.5908 -0.497 0.023 -0.385 -0.19
C -2.1955 4.2956 -1.2671 0.217 0.526 0.162 -0.15
C -2.0634 2.9284 -1.1197 0.191 -0.409 0.399 -0.18
C -1.0884 2.3816 -0.2787 0.020 0.706 -0.169 -0.33
P -1.0293 0.6051 -0.0465 1.526 -1.632 0.748 1.15
C -1.8033 -0.1832 -1.4671 0.115 0.039 -0.087 -0.43
C -2.7899 -1.1530 -1.3050 -0.008 0.049 0.013 -0.19
C -3.2892 -1.8167 -2.4184 0.001 -0.011 -0.013 -0.21
C -2.8002 -1.5219 -3.6835 -0.019 -0.018 0.007 -0.17
C -1.8044 -0.5654 -3.8446 0.023 0.022 0.009 -0.21
C -1.3001 0.0992 -2.7391 -0.022 -0.029 -0.002 -0.13
C -2.0667 0.2374 1.3989 -0.187 0.233 -0.136 -0.31
C -3.3225 0.8315 1.5160 -0.004 0.030 0.077 -0.21
C -4.1202 0.5548 2.6148 -0.078 0.051 -0.018 -0.20
C -3.6705 -0.3153 3.6002 -0.017 -0.009 0.039 -0.18
C -2.4266 -0.9188 3.4853 -0.070 0.026 -0.007 -0.19
C -1.6269 -0.6424 2.3862 0.024 -0.038 -0.093 -0.22
H 2.0881 1.3360 3.2220 0.055 -0.048 0.208 0.49
H 1.6177 3.5896 1.5542 -0.099 0.021 0.319 0.23
H 0.3591 5.3073 0.7066 -0.042 0.002 -0.013 0.23
H -1.4350 6.2277 -0.6964 0.030 -0.064 -0.018 0.24
H -2.9730 4.6975 -1.9062 0.075 -0.018 0.028 0.24
H -2.7330 2.2671 -1.6566 0.033 0.006 0.031 0.24
H -3.1638 -1.3909 -0.3166 -0.019 0.007 -0.031 0.23
H -4.0613 -2.5660 -2.2959 0.032 0.019 0.002 0.23
H -3.1931 -2.0425 -4.5485 0.032 0.018 0.049 0.23
H -1.4168 -0.3453 -4.8310 -0.002 -0.009 0.034 0.23
H -0.5127 0.8364 -2.8592 -0.011 -0.041 -0.027 0.21
H -3.6729 1.5148 0.7502 -0.033 -0.014 0.046 0.22
H -5.0948 1.0188 2.7037 0.040 -0.018 0.002 0.23
H -4.2937 -0.5250 4.4611 0.014 0.008 -0.049 0.23
H -2.0849 -1.6089 4.2469 0.009 0.033 -0.052 0.23
H -0.6712 -1.1410 2.2879 0.098 -0.028 -0.042 0.22
Cl 0.0366 -5.0737 0.1040 -0.003 -0.094 0.053 0.00
C -0.1720 -3.8931 -1.2054 -0.047 0.095 0.196 -0.32
Cl -0.0503 -4.6468 -2.7829 -0.004 -0.001 -0.043 0.03
C 0.8456 -2.7606 -1.0071 0.478 0.085 -0.365 0.76
O 1.7110 -2.5428 -1.8351 -0.289 -0.291 0.299 -0.63
O 0.6397 -2.1021 0.0929 0.194 0.277 -0.083 -0.79
H -1.1692 -3.4806 -1.1053 -0.097 -0.024 0.008 0.23